1.
{"formula": "CH4N2O4", "method": "the ωB97M-V functional and the def2-TZVPD basis", "relative_energy_ev": 6.4079, "spin_multiplicity": 3, "e_homo_ha": [-0.254, -0.405], "charge": 0, "species": ["C", "O", "O", "N", "H", "H", "N", "O", "O", "H", "H"], "positions_angstrom": [[-1.6651, -0.6460, -0.1342], [-0.3220, -0.3398, -0.6755], [0.3427, 1.8307, -0.1896], [1.7395, -0.2850, 0.0401], [-1.5081, -1.5594, 0.5630], [-2.0234, 0.2058, 0.5416], [0.4785, 0.2657, 0.1818], [2.7047, 0.3877, 0.0677], [1.7388, -1.4871, 0.1491], [-2.3517, -0.7356, -0.9596], [0.8663, 2.3630, 0.4156]], "forces_ev_per_angstrom": [[1.07, 0.38, 2.87], [-1.60, -1.12, 0.18], [-1.29, 6.31, -1.51], [-0.33, -2.72, 2.17], [-0.64, 1.26, -1.55], [0.65, -0.97, -1.06], [-0.05, -3.72, 0.01], [1.48, 2.53, -0.35], [0.04, -1.85, -0.93], [0.16, -0.42, -0.24], [0.51, 0.32, 0.42]]}

2.
{"formula": "C34H55B2Cl14IN2O6", "method": "the ωB97M-V functional and the def2-TZVPD basis", "e_homo_ha": -0.306, "charge": 0, "species": ["C", "H", "H", "Cl", "H", "C", "H", "H", "H", "C", "O", "O", "H", "H", "C", "B", "H", "O", "H", "H", "H", "H", "H", "H", "B", "O", "Cl", "H", "H", "Cl", "C", "H", "I", "C", "C", "H", "H", "Cl", "C", "Cl", "C", "C", "C", "H", "H", "H", "C", "Cl", "H", "H", "C", "H", "H", "Cl", "C", "H", "H", "H", "C", "H", "H", "C", "C", "H", "C", "C", "H", "Cl", "Cl", "H", "H", "Cl", "C", "Cl", "C", "Cl", "H", "H", "O", "H", "H", "Cl", "H", "C", "C", "H", "N", "H", "O", "C", "H", "C", "H", "C", "H", "C", "Cl", "H", "H", "H", "C", "H", "C", "H", "H", "C", "H", "C", "H", "C", "N", "H", "C", "C"], "positions_angstrom": [[-0.9770, 1.6190, -1.2660], [-4.8504, 0.0157, -1.8176], [3.4221, 8.0500, 2.9199], [7.8058, 0.5663, 4.1026], [0.6637, 7.6410, 4.1943], [-3.7217, -1.3640, 3.0769], [-4.5512, -2.4361, 4.7296], [-6.7387, 7.2066, 0.6589], [-4.2706, -4.8050, -3.5929], [4.9777, -1.6756, -1.4176], [1.7025, -0.1931, 0.8739], [-2.3801, 0.6501, -4.1022], [8.8403, 1.9723, 2.5179], [7.8565, 0.9296, 0.4300], [-2.0847, -0.5764, -1.9247], [-3.0247, 0.1249, -3.0003], [-4.9709, 1.1548, -3.2188], [0.3743, -2.5561, 0.7605], [4.5196, -0.4673, 0.3123], [3.0559, 8.3492, 4.6209], [-3.5468, -5.2196, 1.3968], [-2.8142, -1.1383, 3.6378], [5.1079, -2.7229, -1.6796], [-1.3757, -3.5293, -5.1775], [0.4550, 2.2071, 2.3408], [-1.0501, 2.2729, -2.2838], [-6.1505, 0.8427, -5.6886], [-1.1202, -4.4398, 0.3454], [1.1560, 9.0928, 3.3192], [3.0925, 6.0607, 4.1350], [0.1132, 1.5869, 0.9153], [-2.7519, -5.4009, -2.9625], [-1.3849, 4.2130, 0.4385], [-3.1859, -4.7267, -3.7031], [-2.7184, -3.3077, -3.4921], [-3.7821, -3.4739, 3.5264], [-2.8637, -5.0613, -4.6949], [-3.0635, 6.8993, 0.5202], [-0.4840, -1.9490, -0.1223], [0.8267, 7.2824, 1.8694], [1.7077, 3.0853, 2.6830], [-0.2044, -2.9186, 2.0194], [-1.5544, -4.1760, -0.6258], [-2.6997, 1.5368, -4.3017], [-6.7575, 3.4505, -4.5773], [-8.5172, 3.5048, -4.7062], [-1.6917, -2.7548, -4.4765], [10.1443, -4.3859, -2.0523], [-4.0143, -6.2797, 0.0861], [2.4401, 2.9750, 1.8761], [-7.6385, 1.8271, -5.6946], [7.0628, -0.2827, 1.4348], [10.1436, -1.5454, -2.5984], [-3.2343, -1.6192, 1.3810], [-1.1657, 0.1217, -1.1808], [-1.2218, -3.2887, 1.9083], [7.0782, 2.0468, 2.4372], [2.2101, -2.3466, 2.4346], [10.0757, -2.9658, -0.9731], [-2.1687, -1.9169, -4.9911], [-2.3304, -6.2834, 0.5843], [10.6178, -1.7229, -1.6355], [4.5448, -1.5133, 0.0164], [0.8409, -4.8110, 1.9354], [2.7727, 7.7670, 3.7450], [-7.6605, 2.8441, -4.5814], [-0.7803, -2.3806, -3.9997], [-5.7717, 7.5201, -1.4526], [-7.8226, 2.0848, -2.9774], [1.3661, 4.1283, 2.6905], [-5.7309, 5.8337, 0.1934], [9.3852, -0.6087, 1.3133], [-4.6581, 7.5023, 1.0440], [5.6262, -2.3804, 1.1408], [-3.1980, -5.6355, 0.4391], [-5.9870, -2.8868, 2.9320], [2.8958, -3.9886, 2.2800], [-4.7775, 7.2163, 2.0882], [-0.4515, 1.9335, 3.3533], [2.4563, -3.3615, 3.8492], [10.4369, -0.8580, -1.0010], [6.5128, -0.8282, -1.7609], [-3.5409, -3.8011, -0.3061], [-0.3795, -0.5944, -0.2749], [-2.2155, -1.9642, -1.7433], [-8.4875, 1.1506, -5.6328], [-2.9661, -4.5909, -0.5666], [-7.6751, 2.3366, -6.6565], [0.1833, -4.4550, 3.8379], [0.6006, 0.2042, 0.5448], [-5.0470, -0.6080, -3.4668], [-4.3903, -2.5818, 3.6625], [-0.1729, -2.0375, 2.6805], [-5.7820, 6.9197, 0.2247], [-4.3720, -0.4928, 3.1129], [7.9124, 0.3925, 1.3758], [12.3810, -1.8128, -1.8980], [-0.9881, -4.7342, -1.3835], [10.6225, -3.2075, -0.0648], [3.5468, -1.9275, 0.1519], [-4.5985, 0.1909, -2.8699], [0.7454, -4.1907, 4.5704], [2.1511, -3.3775, 2.7940], [2.1403, 2.8457, 3.6571], [4.2251, -1.2472, -2.0779], [7.9315, 1.3747, 2.5188], [9.0293, -2.8179, -0.7112], [-0.6339, 2.2689, 0.0606], [-4.6414, 8.5879, 0.9864], [1.3225, 8.0208, 3.4170], [-3.2271, -2.6020, -2.5343], [-1.3566, 2.0545, 3.0414], [0.7270, -3.9647, 2.6250], [-1.4336, -2.6727, -0.8520]], "forces_ev_per_angstrom": [[0.07, 0.54, -0.15], [-0.34, 0.10, -0.20], [-0.04, -0.06, -0.03], [0.03, -0.01, 0.02], [0.04, -0.08, -0.03], [0.04, 0.08, 0.13], [-0.01, 0.05, -0.02], [0.03, 0.06, 0.01], [0.11, -0.02, 0.01], [-0.15, -0.06, -0.03], [-0.46, 0.44, 0.10], [0.07, 0.06, 0.56], [0.03, -0.07, 0.04], [0.04, 0.04, 0.03], [-0.53, 0.32, -0.61], [-0.03, -0.07, -0.49], [-0.17, -0.12, 0.12], [-0.50, -0.55, -0.24], [0.02, -0.02, 0.01], [-0.06, 0.00, 0.01], [0.39, -0.10, 0.03], [0.02, -0.08, -0.02], [0.10, 0.02, 0.04], [-0.15, 0.20, -0.08], [0.18, -0.22, 0.71], [-0.25, -0.33, 0.57], [-0.15, 0.07, -0.18], [0.42, 0.19, -0.36], [0.05, 0.00, -0.02], [0.01, -0.03, -0.02], [0.33, 0.33, 0.75], [0.10, 0.38, 0.23], [0.30, -0.91, -0.21], [-0.53, 0.49, -1.25], [-0.45, -0.02, 0.08], [-0.01, 0.02, -0.06], [-0.33, -0.15, 0.11], [-0.13, 0.44, -0.04], [0.09, -0.36, 0.03], [0.04, -0.06, 0.07], [-0.14, -0.56, -0.71], [0.73, 0.02, 0.35], [-0.70, 0.42, 0.56], [-0.22, -0.20, -0.48], [0.03, -0.07, 0.03], [-0.02, -0.05, -0.03], [0.51, -0.56, 0.66], [0.03, -0.03, -0.01], [0.15, 0.00, 0.11], [0.17, 0.19, 0.32], [-0.06, 0.03, -0.15], [0.09, 0.00, 0.07], [0.06, -0.12, -0.03], [-0.36, 0.20, 0.14], [0.24, 0.02, 0.17], [0.03, 0.04, 0.11], [-0.03, -0.06, -0.03], [0.03, -0.16, -0.09], [-0.11, 0.09, 0.05], [0.14, -0.11, -0.08], [0.02, 0.22, 0.03], [-0.10, 0.09, -0.05], [-0.16, 0.00, -0.05], [-0.43, 0.07, 0.02], [0.05, 0.13, 0.02], [-0.03, 0.10, -0.04], [-0.20, 0.13, 0.08], [0.02, -0.02, -0.02], [0.01, 0.00, 0.01], [0.09, -0.07, 0.07], [0.07, 0.02, -0.05], [-0.03, 0.02, 0.26], [-0.09, 0.01, 0.17], [0.02, -0.10, 0.03], [-0.79, -0.15, -0.35], [0.02, -0.03, -0.04], [-0.06, 0.18, -0.04], [-0.01, -0.06, -0.03], [0.06, 0.71, -0.26], [-0.16, -0.02, -0.09], [0.05, -0.13, -0.02], [0.06, -0.03, -0.01], [0.02, 0.10, -0.32], [1.10, 1.47, 0.68], [-1.18, 1.64, -1.38], [0.05, -0.03, 0.07], [0.40, -0.52, 0.30], [0.03, 0.05, 0.03], [-0.32, 0.00, 0.00], [-0.15, -0.22, -0.33], [0.01, 0.13, 0.05], [0.04, -0.03, 0.12], [-0.33, -0.06, -0.09], [-0.09, -0.05, 0.06], [-0.05, -0.06, -0.06], [-0.18, 0.16, -0.11], [0.02, -0.02, -0.04], [-0.20, 0.03, -0.08], [0.07, -0.02, -0.06], [0.00, 0.02, -0.01], [0.88, 0.04, 0.73], [0.02, 0.05, -0.04], [-0.09, -0.05, 0.26], [-0.03, 0.08, -0.08], [0.01, 0.07, 0.05], [0.02, 0.08, -0.04], [0.00, 0.06, -0.06], [-0.38, -0.34, -0.79], [0.05, -0.02, -0.10], [-0.07, 0.13, 0.02], [1.74, -1.89, 0.98], [-0.07, -0.58, 0.00], [0.95, 0.14, -0.23], [0.55, -1.02, 0.27]]}

3.
{"formula": "C31H53IrN6O2Si4", "method": "the ωB97M-V functional and the def2-TZVPD basis", "spin_multiplicity": 5, "e_homo_ha": [-0.141, -0.273], "charge": 0, "species": ["C", "C", "H", "C", "H", "N", "O", "C", "C", "H", "C", "C", "H", "H", "H", "C", "Si", "C", "H", "H", "H", "H", "H", "H", "C", "H", "H", "H", "C", "C", "C", "H", "H", "H", "C", "Si", "O", "N", "C", "C", "H", "Ir", "H", "H", "H", "H", "C", "H", "H", "H", "N", "H", "N", "C", "C", "H", "C", "C", "N", "H", "H", "H", "H", "H", "Si", "C", "H", "H", "H", "H", "H", "H", "C", "H", "C", "H", "H", "C", "H", "C", "H", "H", "H", "H", "H", "C", "H", "H", "Si", "C", "C", "H", "C", "H", "H", "N", "C"], "positions_angstrom": [[2.5340, -2.4066, -2.3415], [-3.4648, 0.8033, 4.3231], [1.1156, 6.8029, -0.6078], [-1.0937, 0.7760, 3.9549], [-2.4691, -1.8057, 2.9116], [-0.7100, 5.1670, 1.3993], [1.9597, 0.2391, -0.3568], [0.8927, 1.1296, -2.9490], [2.2520, -4.8196, -0.4849], [-2.9696, -3.2649, 2.0840], [1.0394, 5.7166, -0.7119], [-2.5704, 0.8131, -1.6852], [-0.0865, 0.7647, 4.3387], [3.4164, -2.9072, 1.6855], [-3.3215, 1.6093, -1.7651], [-1.2570, 0.7049, 2.5573], [-1.5614, -3.3252, -1.5382], [0.7496, -2.3514, 3.4800], [-3.5661, -2.0251, -0.7131], [-1.0935, 6.8732, 0.2603], [5.2512, 1.6832, -4.1272], [0.7600, 6.6166, 1.7050], [0.8639, -5.2818, 2.2546], [1.6910, -2.8884, 3.5415], [-0.7858, 3.7190, 1.2467], [2.8423, 1.7772, -4.5593], [-4.0196, -2.9861, -2.1050], [1.6561, 5.3895, -1.5533], [-2.6053, 0.7455, 2.0396], [-1.1643, -2.7206, -3.3205], [4.1244, 0.6651, -1.1047], [-0.4945, -5.6168, -1.8302], [4.4841, 0.3750, -0.1298], [-3.0727, -0.1395, -1.9058], [4.5521, 1.4128, -3.3488], [-0.4500, -3.1242, 2.2027], [-0.1938, 0.5666, 1.8270], [0.0239, 3.2400, 0.1271], [-1.4609, 1.0608, -2.7208], [5.0179, 1.0191, -2.0938], [0.1687, 3.5849, -1.9281], [-0.0966, 0.4750, -0.2405], [-2.0632, -2.4489, -3.8657], [-1.5236, 2.0896, -3.1021], [-0.4315, 3.2550, 2.1696], [3.2223, -5.1919, -0.8022], [-1.4813, -5.2471, -1.5734], [-0.5487, -5.4200, 3.2757], [-4.6846, 0.8187, 2.5840], [-3.8400, -3.7350, -0.5321], [-0.1415, 0.8351, -2.1615], [6.0789, 0.9890, -1.8971], [-2.0405, 0.7705, -0.3355], [3.3973, -2.2429, 0.8262], [2.7347, 0.6629, -1.3126], [4.4148, -2.1465, 0.4545], [-2.1640, 0.8027, 4.8235], [-2.2549, -2.8610, 2.7941], [1.5351, 5.0916, 0.5075], [-2.2001, 5.5042, -0.0200], [-3.9686, 0.7728, 0.4077], [1.0363, 5.0618, 2.5349], [-0.5266, -1.8431, -3.2817], [0.3120, -2.3333, 4.4745], [2.2469, -2.9091, -0.5295], [-0.1887, -5.0309, 2.3262], [-0.6472, -3.4769, -3.9007], [3.5966, -2.2957, -2.5453], [2.0667, -1.4596, -2.5843], [-2.1809, -5.6672, -2.2913], [-1.6076, 0.3939, -3.5799], [1.5074, -5.2389, -1.1505], [-0.4386, 3.9135, -1.0808], [2.1405, -3.1605, -3.0174], [0.6869, 5.5287, 1.6107], [-1.9961, 0.8006, 5.8907], [3.0688, -1.2615, 1.1517], [-2.9110, 0.7574, 0.6652], [1.7563, 3.1677, 1.2887], [3.2041, 1.4552, -3.5906], [0.9647, -1.3280, 3.1952], [-1.4821, 3.6386, -1.2552], [-2.4409, -3.3394, 3.7518], [-4.3030, 0.8193, 5.0056], [2.0309, 3.3158, -0.4672], [1.4069, 3.6437, 0.3694], [2.0612, -5.2054, 0.5082], [0.6755, 1.4370, -3.9704], [-0.3416, -2.0139, 0.0598], [-3.4230, -2.9854, -1.1972], [-1.1583, 5.7862, 0.1598], [-0.7081, -5.5620, 1.5358], [-3.6740, 0.7925, 2.9669], [-1.7362, -5.6498, -0.5990], [-1.8298, 3.4372, 1.0801], [-0.3525, 5.3656, -0.9821], [2.2533, 1.0841, -2.6066]], "forces_ev_per_angstrom": [[-0.29, 0.09, 0.62], [-0.21, 0.01, 0.05], [0.03, -0.06, -0.06], [-0.02, -0.15, -0.13], [-0.09, 0.30, 0.02], [-0.15, 0.11, 0.19], [-0.35, 0.01, 0.53], [-0.66, -0.17, 0.06], [-0.31, 0.77, 0.14], [-0.14, -0.10, -0.21], [0.12, 0.11, -0.13], [0.02, -0.09, -0.28], [0.21, -0.03, 0.00], [-0.11, -0.19, 0.04], [0.00, -0.10, -0.03], [-1.23, -0.14, 0.54], [-0.53, -0.60, -0.59], [-0.38, -0.05, -0.61], [-0.09, 0.27, 0.13], [-0.04, -0.04, -0.02], [0.02, 0.04, -0.03], [0.03, -0.08, 0.04], [0.22, -0.07, 0.00], [0.15, -0.18, -0.08], [-0.25, -0.08, 0.32], [-0.05, -0.02, -0.04], [0.04, -0.05, -0.26], [0.00, 0.06, 0.01], [0.63, 0.01, 0.50], [0.01, 0.04, 0.68], [0.24, 0.04, 0.02], [0.20, -0.07, -0.06], [-0.01, -0.05, 0.14], [-0.02, 0.05, -0.03], [-0.02, 0.08, -0.30], [-0.10, -0.64, 0.91], [1.08, 0.29, -0.94], [0.05, -0.01, -0.04], [-0.55, 0.03, -0.22], [-0.24, -0.11, 0.21], [-0.01, -0.04, 0.00], [0.71, -0.54, 0.71], [-0.24, 0.00, -0.03], [0.01, -0.10, 0.06], [-0.05, -0.08, -0.07], [0.31, 0.09, -0.11], [0.26, 0.68, 0.19], [-0.11, 0.13, 0.21], [-0.10, -0.02, -0.09], [0.01, -0.20, 0.16], [0.47, 0.34, -0.40], [0.10, 0.01, 0.05], [-0.18, 0.40, -0.22], [-0.57, 0.00, -0.34], [-0.09, 0.34, -0.76], [0.13, -0.04, -0.23], [0.06, -0.02, -0.09], [0.54, 0.17, -0.41], [0.28, 0.08, 0.04], [0.04, 0.06, 0.01], [0.01, 0.06, -0.10], [0.00, 0.05, -0.01], [0.17, 0.23, -0.06], [-0.18, -0.07, 0.12], [0.34, -0.63, -0.10], [0.03, 0.69, -0.36], [0.14, -0.22, -0.05], [0.24, 0.01, 0.12], [-0.09, 0.15, -0.05], [-0.19, 0.12, -0.19], [-0.03, 0.05, 0.01], [-0.15, -0.03, -0.16], [-0.12, 0.00, -0.27], [-0.13, -0.20, 0.05], [0.06, 0.08, 0.19], [0.05, 0.08, 0.07], [-0.05, 0.13, 0.02], [-0.20, -0.18, -0.26], [0.01, -0.07, -0.06], [-0.01, -0.05, 0.13], [0.06, 0.29, -0.02], [-0.02, -0.05, -0.03], [0.19, -0.17, 0.18], [-0.07, 0.01, -0.01], [-0.02, -0.06, 0.04], [0.32, -0.03, 0.06], [-0.03, -0.04, 0.21], [-0.17, 0.02, 0.03], [0.04, -0.71, 0.08], [0.59, 0.17, 0.15], [-0.18, 0.13, 0.01], [-0.11, -0.11, -0.18], [0.16, 0.02, 0.04], [-0.06, -0.08, 0.23], [0.07, -0.07, 0.03], [-0.09, 0.08, -0.24], [0.60, -0.09, 0.61]]}

Calculated energy, -450.5598, -8679.6342, -2954.2914 Ha (same order as the records).